{"formula": "C3H5BrN3", "method": "ωB97M-V with the def2-TZVPD basis set", "total_energy_ha": -2855.15127, "lumo_ev": [-5.20, -7.67], "spin_multiplicity": 1, "total_charge": 1, "species": ["C", "C", "C", "N", "N", "N", "Br", "H", "H", "H", "H", "H"], "xyz": [[1.120463, 1.357818, -0.060146], [1.852824, 0.247874, -0.044595], [-0.304742, -0.363072, -0.275523], [0.900079, -0.880967, -0.175724], [-0.162535, 0.970053, -0.159497], [-2.977085, -0.825511, 0.440836], [3.675735, -0.029052, 0.132536], [1.471079, 2.392136, -0.162176], [1.229112, -1.849695, 0.054976], [-1.008423, 1.477895, -0.292767], [-3.021005, -1.585058, 1.027266], [-2.775498, -0.912420, -0.485190]], "atomic_forces_ev_per_a": [[1.2, 1.5, -0.5], [-0.2, -2.7, 0.0], [1.0, 1.1, 1.0], [2.3, 0.1, 1.0], [-3.0, -1.8, -0.8], [0.5, 4.4, 1.8], [-0.4, 0.0, -0.1], [-0.4, -0.6, 0.4], [-0.9, 1.2, -0.7], [-0.3, 1.2, 0.1], [0.0, -2.9, 1.0], [0.2, -1.5, -3.3]]}

{"formula": "C3H5BrO2", "method": "ωB97M-V with the def2-TZVPD basis set", "total_energy_ha": -2841.73629, "lumo_ev": 0.76, "spin_multiplicity": 1, "smiles": "C[C@@H]1O[C@@]1(O)Br", "species": ["C", "C", "O", "C", "O", "Br", "H", "H", "H", "H", "H"], "xyz": [[0.755829, 0.176439, 0.276771], [-0.660859, 0.628744, 0.384749], [-1.362324, 0.213471, 1.523301], [-1.789238, -0.246744, 0.324282], [-1.529056, -1.756517, 0.122126], [-3.592470, 0.207292, -0.144414], [1.180131, 0.602188, -0.558165], [0.750898, -0.926644, 0.188207], [1.271534, 0.460091, 1.098886], [-0.799218, 1.777065, 0.147119], [-2.107138, -2.209023, 0.808845]], "atomic_forces_ev_per_a": [[-2.6, -2.7, -1.1], [1.1, 3.6, -1.3], [-0.6, -0.2, 1.6], [-0.6, -4.3, -0.3], [-1.5, 2.7, 1.2], [0.3, 0.0, -0.2], [1.1, 0.9, -2.0], [0.3, 0.6, 0.1], [1.6, 0.9, 2.7], [0.0, -2.3, 0.3], [0.9, 0.9, -1.2]]}